Molecular formula: C9H17N2O4SbSe5V
Method: DFT, the ωB97M-V functional and the def2-TZVPD basis

Geometry as XYZ:
```
39
Properties=species:S:1:pos:R:3:forces:R:3
V -0.01007 -1.88474 -0.31106 -2.73 -3.51 -0.36
C -2.12258 -1.66385 2.08518 0.05 0.43 -0.06
C -1.33007 -2.51650 1.13009 -0.71 -0.90 1.89
C -0.08766 -3.05640 1.44312 -1.30 -0.88 2.67
C 0.68474 -3.68465 0.50042 1.90 -1.10 1.09
C 0.17629 -3.91353 -0.76225 -1.05 -2.33 -2.10
C -1.10982 -3.52615 -1.08249 -0.93 -1.96 -0.75
C -1.84971 -2.77093 -0.15900 -1.33 -0.07 -0.61
H -3.04284 -2.17144 2.38592 0.09 -0.01 -0.02
H -2.41120 -0.70820 1.60309 0.15 -0.50 0.25
H -1.53796 -1.43805 2.98041 -0.10 -0.01 -0.12
H 0.32175 -2.90090 2.43729 -0.01 0.16 -0.26
H 1.69032 -4.00476 0.74503 -0.07 0.17 -0.04
H 0.77694 -4.43440 -1.50053 -0.05 0.29 0.08
H -1.53448 -3.76091 -2.06427 0.29 0.29 0.39
H -2.86832 -2.43684 -0.40165 0.73 0.07 -0.02
O 1.54596 -1.89768 -1.56108 0.76 -0.92 0.32
Se 2.12780 -1.05074 -0.26445 3.18 4.31 -0.55
O 3.36175 -1.72378 0.34580 3.20 -2.02 1.63
O 0.94151 -0.89760 0.93349 1.85 0.78 1.58
O 2.33979 0.47370 -0.76302 0.40 0.63 -0.21
N 2.00885 3.18534 -0.63402 0.28 -0.01 -0.21
C 1.49426 3.77412 0.61677 -0.50 0.16 0.43
C 0.00850 3.46597 0.76767 -0.28 -0.01 -0.16
N -0.21764 2.02322 0.71307 -0.07 -0.05 0.27
H 3.00969 3.34945 -0.74832 -0.14 -0.08 -0.01
H 1.49066 3.58699 -1.45299 -0.06 -0.27 0.06
H 1.86450 2.15076 -0.65810 0.16 -0.15 0.02
H 1.62997 4.85583 0.57260 0.10 -0.09 0.04
H 2.05991 3.37066 1.46268 0.02 0.03 -0.19
H -0.55719 3.91753 -0.07311 0.35 -0.13 0.55
H -0.35607 3.91407 1.70080 0.17 0.13 -0.08
H -1.19685 1.80324 0.91565 0.43 0.19 -0.14
H 0.37040 1.50028 1.36608 -0.20 0.13 -0.19
Se -3.00983 3.02372 -1.22027 -0.02 0.14 0.68
Sb -1.37418 1.63397 -2.40391 -2.25 1.82 -3.20
Se -2.62182 0.97505 -4.40393 0.61 -0.45 0.72
Se -0.19876 3.67096 -2.97938 0.48 0.32 0.21
Se -0.46654 -0.23283 -1.26131 -3.39 5.38 -3.61
```
Positions in Å, forces in eV/Å.

Summary:
Kohn-Sham gap (alpha / beta) = 5.54 / 5.26 eV
energy above the lowest of the compared OMol25 structures with the same formula, charge and spin = 2.106 eV
LUMO energy (alpha / beta) = -1.8 / -2.0 eV
spin multiplicity = 2
total energy = -13954.73677 Ha
max |F| = 0.1421 Eh/bohr